Entry 1:
114
Properties=species:S:1:pos:R:3:forces:R:3 method="wB97M-V/def2-TZVPD" total_charge=+2 fmax_ev_per_a=3.989 spin_multiplicity=2 e_lumo_ev="-6.80 / -6.83" e_above_lowest_kcal_mol=0.0 s_squared=0.794 energy_ha=-8106.1605 homo_ev="-11.00 / -11.51"
Rh -0.127 0.585 -2.348 -1.822 -1.074 3.382
C 10.372 0.704 6.645 0.348 0.009 -0.149
O 8.993 0.676 6.949 -0.090 0.003 0.506
C 8.084 0.688 5.983 -0.749 0.012 -0.624
C 8.358 0.713 4.605 0.315 -0.003 0.633
C 7.325 0.709 3.702 -0.778 -0.020 0.081
C 5.986 0.683 4.126 0.711 0.027 0.564
C 5.715 0.671 5.503 0.158 -0.004 -0.530
C 6.740 0.673 6.410 0.547 0.004 0.089
C 4.958 0.658 3.126 -0.197 -0.044 -0.479
N 5.206 0.657 1.829 0.400 -0.006 0.003
C 4.010 0.609 1.214 -1.061 -0.051 0.959
C 2.977 0.580 2.167 0.401 -0.027 -1.181
N 3.607 0.609 3.375 0.224 0.007 0.184
C 1.610 0.504 1.807 0.055 -0.009 -0.389
C 0.547 0.401 2.715 -0.450 -0.015 -0.336
C -0.739 0.316 2.232 0.547 -0.049 0.266
C -0.941 0.362 0.855 -0.449 -0.058 -0.253
N 0.040 0.470 -0.021 0.019 0.597 -1.135
C 1.314 0.515 0.414 0.086 0.047 0.577
C 2.369 0.529 -0.567 0.660 0.062 0.087
N 2.042 0.480 -1.872 -0.897 0.337 -0.737
C 2.979 0.385 -2.792 0.128 -0.031 -0.263
C 4.340 0.364 -2.486 0.111 0.003 0.437
C 4.720 0.471 -1.165 -0.191 -0.041 -0.400
C 3.730 0.550 -0.180 -0.612 -0.041 0.020
H 10.882 0.711 7.606 -0.010 0.000 -0.119
H 10.636 1.606 6.086 -0.020 -0.022 0.022
H 10.673 -0.181 6.079 -0.035 0.027 0.017
H 9.374 0.735 4.246 0.112 -0.011 0.004
H 7.519 0.720 2.641 0.094 0.009 -0.078
H 4.699 0.658 5.867 -0.149 0.001 0.101
H 6.550 0.664 7.471 -0.031 -0.008 0.130
H 3.174 0.599 4.283 0.100 0.013 -0.039
H 0.742 0.379 3.777 -0.026 -0.001 0.122
H -1.581 0.223 2.900 -0.100 0.002 -0.008
H -1.945 0.304 0.457 0.025 0.078 -0.032
H 2.640 0.312 -3.820 0.037 0.028 0.053
H 5.067 0.259 -3.276 0.039 0.040 -0.065
H 5.753 0.477 -0.855 0.156 -0.005 -0.023
Br -0.942 -0.281 -4.522 0.050 0.225 -0.271
C 0.627 4.837 -1.009 0.672 0.429 0.348
O -0.546 4.175 -1.444 -0.032 -1.678 -0.315
P -0.574 2.927 -2.448 -1.553 0.323 -1.794
O -2.189 2.861 -2.655 1.414 -0.134 -0.058
C -3.157 3.485 -1.821 -0.674 0.314 0.386
O -0.053 3.673 -3.769 -0.079 -0.432 1.112
C 0.609 3.040 -4.855 0.430 -0.334 -0.487
H 0.304 5.812 -0.647 0.083 -0.097 -0.019
H 1.336 4.972 -1.824 -0.018 0.011 -0.083
H 1.100 4.283 -0.196 -0.031 0.013 -0.008
H -4.071 3.532 -2.419 0.134 -0.008 0.056
H -2.830 4.493 -1.566 -0.198 -0.006 -0.082
H -3.100 1.636 -0.781 0.060 -0.036 -0.006
H 1.376 3.727 -5.217 -0.103 -0.076 0.085
H -0.100 2.838 -5.657 -0.018 0.005 0.078
H 1.075 2.098 -4.541 -0.081 0.197 -0.075
C -4.108 0.763 -4.606 0.411 0.361 0.773
Ge -3.022 0.091 -3.024 1.162 -1.589 -0.826
C -3.888 -1.711 -2.381 0.793 1.907 -0.298
C -4.035 -1.871 -1.013 -0.146 0.105 0.204
C -4.849 -2.874 -0.517 0.109 0.060 0.168
C -5.499 -3.727 -1.394 -0.049 -0.134 0.003
C -5.325 -3.583 -2.760 -0.007 -0.089 -0.153
C -4.521 -2.567 -3.261 -0.079 0.003 -0.219
C -3.409 2.662 -0.517 0.063 0.062 -0.206
C -2.558 3.190 0.584 0.070 -0.199 0.091
C -3.085 3.886 1.625 0.090 -0.032 0.077
C -4.468 4.016 1.796 0.231 0.318 0.281
C -5.365 3.334 0.945 -0.459 -0.456 -0.584
C -6.753 3.300 1.194 0.275 0.055 -0.070
C -7.596 2.558 0.400 -0.015 -0.056 -0.010
C -7.085 1.810 -0.655 0.098 -0.075 -0.123
C -5.727 1.843 -0.925 -0.034 0.004 -0.003
C -4.866 2.608 -0.161 -0.085 0.218 0.319
H -5.137 0.952 -4.314 -0.097 -0.044 0.179
H -4.096 0.022 -5.403 0.146 -0.226 0.197
H -3.674 1.685 -4.984 0.085 0.015 0.069
H -3.514 -1.209 -0.330 -0.096 0.026 0.062
H -4.990 -2.982 0.550 -0.006 -0.011 0.065
H -6.142 -4.504 -1.005 -0.045 -0.040 -0.029
H -5.829 -4.248 -3.445 -0.012 -0.065 -0.030
H -4.402 -2.452 -4.329 -0.054 0.002 -0.094
H -1.491 3.057 0.490 0.094 0.112 0.093
H -2.423 4.339 2.350 0.047 0.025 0.075
H -4.857 4.593 2.618 -0.057 0.065 0.114
H -7.145 3.864 2.025 -0.057 0.073 0.136
H -8.654 2.534 0.604 -0.124 0.032 0.040
H -7.740 1.205 -1.262 -0.105 -0.071 -0.057
H -5.313 1.252 -1.740 -0.138 -0.003 -0.053
O 0.151 -1.711 -1.850 0.950 1.831 -1.154
S -0.917 -2.563 -1.245 -0.092 -1.480 0.799
C -0.839 -4.114 -2.178 -0.131 0.459 0.072
C 0.129 -4.277 -3.151 0.068 0.223 0.082
C 0.124 -5.434 -3.912 0.022 0.006 0.003
C -0.849 -6.397 -3.707 -0.053 -0.034 0.035
C -1.825 -6.211 -2.739 0.033 0.034 0.041
C -1.825 -5.061 -1.969 -0.052 0.037 0.091
C -0.188 -3.097 0.326 -0.317 0.268 -0.209
C 1.179 -3.037 0.526 0.084 0.067 -0.199
C 1.691 -3.353 1.774 0.012 -0.005 -0.015
C 0.837 -3.720 2.802 -0.074 -0.043 0.059
C -0.532 -3.769 2.593 0.006 -0.048 0.027
C -1.050 -3.447 1.351 -0.084 0.025 -0.105
H 0.859 -3.499 -3.312 0.093 0.050 -0.037
H 0.877 -5.576 -4.671 0.093 -0.027 -0.097
H -0.853 -7.294 -4.305 0.001 -0.100 -0.075
H -2.591 -6.955 -2.588 -0.080 -0.104 0.024
H -2.585 -4.899 -1.220 -0.174 0.002 0.098
H 1.826 -2.741 -0.286 0.099 0.038 -0.092
H 2.757 -3.323 1.944 0.100 0.011 -0.019
H 1.239 -3.978 3.770 0.057 -0.019 0.106
H -1.197 -4.057 3.394 -0.047 -0.023 0.080
H -2.115 -3.460 1.173 -0.187 -0.029 0.030

Entry 2:
16
Properties=species:S:1:pos:R:3:forces:R:3 method="wB97M-V/def2-TZVPD" total_charge=+1 fmax_ev_per_a=6.219 e_lumo_ev=-3.54 e_above_lowest_kcal_mol=78.3 energy_ha=-288.0383 homo_ev=-14.36
C -0.503 1.210 -0.689 -1.561 1.244 -1.014
C -0.855 0.169 0.410 4.789 0.733 -0.085
C 0.857 -0.422 -0.223 -6.167 0.278 0.752
C -0.862 0.690 1.845 2.836 -0.697 -1.831
N 1.046 -1.657 -1.134 -0.077 -0.285 -0.286
O 0.702 0.616 -1.096 2.213 0.221 -0.989
H -1.227 1.235 -1.609 1.128 0.067 1.798
H -0.283 2.285 -0.363 -0.577 -1.568 -0.155
H -1.476 -0.573 0.052 -1.782 -1.360 -0.158
H 1.666 -0.538 0.423 1.536 0.607 1.112
H 0.190 0.810 2.228 -1.093 -0.248 -0.258
H -1.468 0.210 2.514 -1.203 -1.934 1.651
H -1.264 1.633 1.814 -0.844 2.605 -0.212
H 1.577 -1.083 -1.789 0.756 -0.941 -0.848
H 0.339 -2.165 -1.687 -0.566 0.972 0.460
H 1.560 -2.419 -0.696 0.613 0.307 0.063